Below is a structure of composition C49H42Br2CuN2O3P2Si, with properties calculated with wB97M-V/def2-TZVPD.

The geometry in XYZ format:
```
102
Properties=species:S:1:pos:R:3:lowdin_charge:R:1
Cu 0.313 0.131 -0.445 0.149
C 0.352 2.071 2.902 -0.198
Si -0.674 1.588 1.427 0.685
C -1.225 3.156 0.537 -0.289
C -1.487 4.358 1.217 -0.093
C -1.932 5.482 0.542 -0.076
C -2.116 5.436 -0.838 -0.076
C -1.839 4.271 -1.530 -0.072
C -1.389 3.137 -0.847 -0.363
P -1.004 1.580 -1.739 1.074
C -0.199 2.240 -3.244 -0.358
C 1.177 2.452 -3.133 -0.101
C 1.900 2.976 -4.193 -0.070
C 1.258 3.283 -5.385 -0.083
C -0.110 3.079 -5.505 -0.077
C -0.837 2.565 -4.438 -0.099
C -2.665 1.000 -2.231 -0.328
C -3.704 1.129 -1.311 -0.073
C -4.943 0.551 -1.558 -0.076
C -5.162 -0.158 -2.730 -0.086
C -4.131 -0.298 -3.651 -0.084
C -2.888 0.269 -3.399 -0.124
C -2.239 0.813 2.176 -0.281
C -3.186 1.608 2.836 -0.092
C -4.255 1.045 3.513 -0.082
C -4.392 -0.339 3.557 -0.079
C -3.475 -1.145 2.906 -0.098
C -2.403 -0.581 2.202 -0.372
P -1.166 -1.574 1.267 1.127
C -0.069 -2.251 2.565 -0.352
C 1.086 -2.898 2.119 -0.114
C 1.986 -3.434 3.025 -0.084
C 1.754 -3.313 4.390 -0.097
C 0.619 -2.656 4.841 -0.083
C -0.292 -2.126 3.931 -0.070
C -2.218 -3.036 0.843 -0.351
C -1.852 -4.354 1.095 -0.070
C -2.669 -5.410 0.698 -0.084
C -3.869 -5.162 0.047 -0.100
C -4.245 -3.847 -0.215 -0.104
C -3.419 -2.799 0.164 -0.112
H -0.262 2.592 3.645 0.032
H 1.196 2.707 2.625 0.039
H 0.756 1.164 3.358 0.002
H -1.335 4.409 2.290 0.098
H -2.134 6.398 1.085 0.103
H -2.462 6.312 -1.372 0.103
H -1.957 4.249 -2.607 0.101
H 1.683 2.195 -2.208 0.102
H 2.966 3.137 -4.090 0.109
H 1.820 3.686 -6.218 0.103
H -0.615 3.323 -6.432 0.104
H -1.907 2.429 -4.541 0.100
H -3.543 1.675 -0.387 0.101
H -5.737 0.656 -0.828 0.109
H -6.131 -0.599 -2.927 0.102
H -4.291 -0.854 -4.566 0.105
H -2.084 0.123 -4.111 0.103
H -3.087 2.689 2.814 0.093
H -4.978 1.680 4.012 0.101
H -5.216 -0.788 4.100 0.102
H -3.594 -2.221 2.939 0.110
H 1.279 -2.964 1.052 0.096
H 2.882 -3.927 2.667 0.107
H 2.465 -3.717 5.100 0.101
H 0.439 -2.549 5.904 0.101
H -1.168 -1.604 4.298 0.099
H -0.924 -4.564 1.613 0.103
H -2.370 -6.428 0.914 0.104
H -4.514 -5.984 -0.241 0.100
H -5.188 -3.637 -0.708 0.104
H -3.722 -1.777 -0.046 0.102
C 1.059 -0.797 -3.800 -0.024
C 2.239 -0.695 -2.878 -0.308
C 3.536 -0.882 -3.414 -0.011
C 4.623 -0.831 -2.605 -0.025
C 4.458 -0.607 -1.220 -0.192
C 5.521 -0.553 -0.289 -0.638
Br 7.319 -0.777 -0.860 0.745
C 5.273 -0.349 1.036 -0.182
C 3.959 -0.191 1.493 -0.589
Br 3.669 0.055 3.344 0.789
C 2.850 -0.223 0.651 -0.411
O 1.639 -0.107 1.060 -0.219
C 3.137 -0.428 -0.755 -0.104
N 2.051 -0.453 -1.602 0.127
H 1.216 -0.199 -4.700 0.089
H 0.155 -0.467 -3.299 0.029
H 0.922 -1.839 -4.107 0.092
H 3.642 -1.065 -4.476 0.116
H 5.618 -0.973 -3.005 0.077
H 6.090 -0.309 1.743 0.093
N -2.570 -3.733 -3.265 0.031
C -1.305 -4.139 -2.659 -0.141
C -0.678 -3.005 -1.871 -0.552
O 0.329 -3.139 -1.235 0.092
O -1.334 -1.834 -1.949 0.018
H -2.750 -4.230 -4.125 0.085
H -2.064 -1.987 -2.587 0.076
H -3.337 -3.926 -2.630 0.061
H -0.587 -4.400 -3.435 0.130
H -1.386 -4.988 -1.978 0.121
```

Calculated values
- HOMO (alpha / beta): -5.83 / -6.85 eV
- Multiplicity: 2
- Orbital gap (alpha / beta): 6.21 / 6.85 eV
- Largest force on an atom: 0.9 eV/Å
- Expectation value of S²: 0.756
- M: 1020.3 g mol⁻¹
- Total charge: 0